# 1
Entry from the OMol25 dataset: a 2-piece molecular cluster, C4H10O2 overall (ωB97M-V/def2-TZVPD).

Structure (ORCA input):
```
! RIJCOSX wB97M-V def2-TZVPD def2/J DEFGRID3
* xyz 0 1
O 1.41546 0.58638 0.56300
C 1.65612 -0.53931 0.82887
O 2.72888 -0.93939 1.57019
H 1.19966 -1.41913 0.35315
H 2.92240 -1.84728 1.30390
C -1.32215 0.40432 -2.14994
C -1.95171 0.92232 -0.86273
C -2.21790 -0.14139 0.19742
H -1.65160 -0.60351 -2.40445
H -1.42325 1.06250 -3.01042
H -0.24478 0.31368 -1.95647
H -1.24780 1.65835 -0.48168
H -2.88873 1.43395 -1.05258
H -3.00044 0.23612 0.84648
H -1.44418 -0.57048 0.81743
H -2.79334 -0.93934 -0.29742
*
```

- Total energy: -8404.6885 eV
- Relative energy (zero: lowest compared OMol25 entry of this formula, charge and spin): 19.8 kcal/mol
- LUMO level: 0.5 eV
- SMILES: O=CO.CCC
- Frontier orbital gap: 0.42766 hartree

# 2
Entry from the OMol25 dataset: C23H18BrN4OSSn as an isolated structure (ωB97M-V/def2-TZVPD).

Structure (ORCA input):
```
! RIJCOSX wB97M-V def2-TZVPD def2/J DEFGRID3
* xyz 1 1
Sn 0.81559 1.73932 1.69395
Br 0.13493 -3.51321 -3.37065
C 0.84774 -1.97467 -2.58633
C 2.13659 -2.06825 -2.00087
C 2.47301 -1.11451 -1.09527
C 1.59330 -0.04174 -0.72342
O 1.98281 0.79693 0.20576
C 0.33512 0.09380 -1.44788
C -0.55416 1.19614 -1.24240
N -0.52644 2.00167 -0.20754
C -1.37937 3.12382 -0.15673
C -2.72466 3.07580 -0.42095
C -3.51035 4.19714 -0.15344
C -2.98447 5.39935 0.26353
C -1.60071 5.50115 0.51557
C -0.94903 6.64161 0.99734
C 0.39919 6.61163 1.26381
C 1.06930 5.36641 1.14087
N 0.49088 4.26171 0.68751
C -0.81145 4.32347 0.29688
C 0.01133 -0.90807 -2.39677
H 2.74123 -2.98221 -2.13189
H 3.44976 -1.15014 -0.60929
H -1.37968 1.34898 -1.96832
H -3.19562 2.14256 -0.68485
H -4.58141 4.16371 -0.36548
H -3.61943 6.29572 0.42810
H -1.59887 7.52054 1.16980
H 0.92884 7.48392 1.63926
H 2.13904 5.31298 1.35234
H -0.96128 -0.98510 -2.90399
N -1.28133 -1.92805 0.61500
C -0.16153 -1.77705 1.34223
S -0.08084 -0.51841 2.52720
N 0.88895 -2.59264 1.18003
C 0.88535 -3.95579 0.79714
C -0.20240 -4.82874 1.14208
C -0.07875 -6.18453 0.85202
C 1.05506 -6.71483 0.19070
C 2.09957 -5.86073 -0.16867
C 2.04041 -4.50956 0.15793
H -1.95395 -1.15433 0.67086
H -1.29462 -2.41714 -0.27328
H 1.78058 -2.25368 1.52675
H -1.00201 -4.42270 1.76695
H -0.86597 -6.86843 1.20004
H 1.14113 -7.80006 0.03019
H 2.96914 -6.25977 -0.69113
H 2.88946 -3.81405 -0.05467
*
```

- Total energy: -118856.0619 eV
- Relative energy (zero: lowest compared OMol25 entry of this formula, charge and spin): 0.0 kcal/mol
- LUMO level: -3.5 eV
- Frontier orbital gap: 0.26794 hartree

# 3
Entry from the OMol25 dataset: a 2-piece molecular cluster, CHNOS2 overall (ωB97M-V/def2-TZVPD).

Structure (ORCA input):
```
! RIJCOSX wB97M-V def2-TZVPD def2/J DEFGRID3
* xyz 0 1
C -0.90382 0.03722 -0.70925
N -1.60417 1.28175 0.76200
O -0.88811 -0.22326 2.58907
S -0.87600 0.49137 -2.20613
S -1.63308 0.95270 2.23574
H -0.62940 -0.95922 -0.32643
*
```

- Total energy: -26257.2490 eV
- Relative energy (zero: lowest compared OMol25 entry of this formula, charge and spin): 60.8 kcal/mol
- LUMO level (spin up / spin down): -1.3 / -1.3 eV
- Frontier orbital gap (spin up / spin down): 0.30524 / 0.30526 hartree

# 4
Entry from the OMol25 dataset: a 7-piece molecular cluster, C24H31BN6O5 overall (ωB97M-V/def2-TZVPD).

Structure (ORCA input):
```
! RIJCOSX wB97M-V def2-TZVPD def2/J DEFGRID3
* xyz 0 1
C -1.28331 2.06243 -0.75720
B 0.30360 1.67222 -0.51699
O 1.03359 2.65094 0.28672
C 1.01392 0.30822 -1.05003
O -0.17009 -0.47948 -1.49076
C -0.33817 -0.28517 -2.91471
O -1.32990 -0.63766 -3.61203
O 0.78036 0.44422 -3.50149
C 1.78674 0.26050 -2.44245
C 3.24474 0.88269 -2.61921
C 3.31588 2.46462 -2.83648
O 3.26998 2.94865 -4.01008
C 3.50326 3.37876 -1.54387
C 2.99905 4.86081 -1.66084
C 3.12738 5.75110 -0.39950
C 3.72355 5.17925 0.93306
C 4.25117 3.70911 1.00051
C 4.14329 2.78187 -0.25548
H -1.54359 1.97412 -1.87507
H -1.55666 3.08348 -0.32411
H -1.86615 1.25986 -0.15294
H 0.33701 3.02085 0.89551
H 1.45195 -0.28868 -0.15875
H 1.99675 -0.87834 -2.55912
H 3.68934 0.41092 -3.58068
H 3.94833 0.52930 -1.77019
H 2.55316 5.30156 -2.61334
H 2.75498 6.83697 -0.41467
H 3.80109 5.80547 1.88235
H 4.68770 3.25858 1.95801
H 4.54012 1.71933 -0.13869
C 1.16583 1.92182 4.27878
C 0.23322 2.66003 3.36675
N -0.50321 3.24318 2.64652
H 0.94179 0.85432 4.25288
H 2.19793 2.08018 3.96067
H 1.05096 2.28452 5.30150
C -4.09022 -2.19888 -2.72416
C -4.92359 -2.73977 -1.60043
N -5.58242 -3.16665 -0.71345
H -4.72605 -1.67105 -3.43721
H -3.34273 -1.50607 -2.33373
H -3.58309 -3.01750 -3.23757
C -2.50439 1.52453 6.52040
C -1.58859 0.45368 6.00623
N -0.86698 -0.40725 5.60240
H -2.54377 2.35167 5.80922
H -3.50937 1.12065 6.65334
H -2.13946 1.89574 7.47952
C -6.36199 -5.46771 -3.98604
C -4.92233 -5.10850 -4.20399
N -3.78631 -4.82384 -4.37418
H -6.76271 -4.89840 -3.14513
H -6.94153 -5.23717 -4.88157
H -6.44957 -6.53350 -3.76908
C 0.40084 -3.29228 6.22690
C 1.56558 -3.85639 6.98642
N 2.48442 -4.30117 7.58519
H -0.51344 -3.40430 6.81190
H 0.56630 -2.23389 6.02551
H 0.28415 -3.82101 5.27938
C 0.69702 -3.59315 -4.61464
C 1.86981 -4.14724 -3.86050
N 2.79523 -4.58423 -3.26578
H -0.21595 -3.72531 -4.03132
H 0.84713 -2.52868 -4.80436
H 0.58844 -4.11290 -5.56787
*
```

- Total energy: -45238.2434 eV
- Relative energy (zero: lowest compared OMol25 entry of this formula, charge and spin): 150.3 kcal/mol
- LUMO level: -0.5 eV
- SMILES: CB(O)[C@H]1OC(=O)O[C@H]1CC(=O)c1ccccc1.CC#N.CC#N.CC#N.CC#N.CC#N.CC#N
- Frontier orbital gap: 0.32007 hartree

# 5
Entry from the OMol25 dataset: one molecule with the formula C3H3NO2 (ωB97M-V/def2-TZVPD).

Structure (ORCA input):
```
! RIJCOSX wB97M-V def2-TZVPD def2/J DEFGRID3
* xyz 0 1
O 2.04574 0.07424 -0.09644
C 0.68219 0.05738 0.04463
N -0.13611 1.20419 0.00743
C -1.40735 0.59291 0.05644
C -1.36663 -0.67428 -0.07471
O -0.10234 -0.98726 0.02454
H 2.54868 -0.82767 0.43840
H -2.24617 1.15693 -0.02561
H -2.34614 -1.31058 -0.04775
*
```

- Total energy: -8741.8238 eV
- Relative energy (zero: lowest compared OMol25 entry of this formula, charge and spin): 76.3 kcal/mol
- LUMO level: 0.1 eV
- SMILES: Oc1ncco1
- Frontier orbital gap: 0.33741 hartree

# 6
Entry from the OMol25 dataset: C5H9NO as an isolated structure (ωB97M-V/def2-TZVPD).

Structure (ORCA input):
```
! RIJCOSX wB97M-V def2-TZVPD def2/J DEFGRID3
* xyz 0 1
C 0.06623 1.83825 0.89019
C -0.56503 0.54867 1.33925
N -1.35510 0.52098 2.32745
O -0.25474 -0.59947 0.65958
C 0.60904 -0.49297 -0.47261
C 0.19663 0.19025 -1.67585
C 0.43855 -1.76432 -1.36471
H 1.15778 1.79516 0.97074
H -0.17481 2.07593 -0.15264
H -0.30908 2.63636 1.53009
H -1.67817 -0.43467 2.48723
H 1.64289 -0.36966 -0.14267
H -0.91074 0.22988 -1.61508
H -0.02577 -1.52173 -2.34460
H -0.23885 -2.43745 -0.83807
H 1.40118 -2.21520 -1.59828
*
```

- Total energy: -8864.3991 eV
- Relative energy (zero: lowest compared OMol25 entry of this formula, charge and spin): 111.0 kcal/mol
- LUMO level: 0.5 eV
- Frontier orbital gap: 0.35459 hartree

# 7
Entry from the OMol25 dataset: C34H30N9O3S2Sr as an isolated structure (ωB97M-V/def2-TZVPD).

Structure (ORCA input):
```
! RIJCOSX wB97M-V def2-TZVPD def2/J DEFGRID3
* xyz -1 1
Sr 0.26977 1.47495 0.82920
C -3.51126 0.02564 3.13256
C -2.43588 0.14060 2.09952
N -2.06118 1.27872 1.63010
N -2.81771 2.35546 2.01672
C -2.21733 3.53453 2.09384
N -3.12310 4.55897 2.26523
S -0.54254 3.96501 2.15625
C -1.69979 -1.07453 1.61440
C -2.17581 -2.35991 1.83998
C -1.40816 -3.44738 1.45794
C -0.17306 -3.23971 0.86781
C 0.20622 -1.93310 0.63157
N -0.54309 -0.88403 0.96610
H -3.39296 0.84414 3.83979
H -3.44646 -0.91989 3.67136
H -4.50581 0.12474 2.68635
H -4.05520 4.37060 1.93629
H -2.75168 5.47818 2.10519
H -3.13275 -2.50504 2.31882
H -1.76947 -4.45249 1.63297
H 0.47246 -4.06029 0.58664
H 1.15508 -1.71055 0.14410
C 3.13219 0.71074 -1.55749
N 1.84301 1.37797 -1.37010
C 1.38599 2.06019 -2.35999
C 0.11612 2.74099 -2.32401
C -0.48286 3.50356 -3.33391
C -1.70434 3.95010 -2.80290
C -1.76122 3.42958 -1.49662
N -0.67280 2.69670 -1.20086
C 3.13326 -0.33447 -2.65784
C 4.23443 -0.48383 -3.49335
C 4.25043 -1.45327 -4.49350
C 3.15120 -2.28038 -4.67648
C 2.03610 -2.12835 -3.85567
C 2.02610 -1.16390 -2.85679
H 3.38280 0.23402 -0.60751
H 3.93056 1.43367 -1.75134
H 1.95667 2.14640 -3.29075
H -0.07188 3.70276 -4.31640
H -2.44111 4.58140 -3.28231
H -2.54586 3.56718 -0.76021
H 5.09314 0.16771 -3.35976
H 5.11842 -1.55139 -5.13567
H 3.15456 -3.02775 -5.46100
H 1.16193 -2.75481 -4.00186
H 1.13245 -1.02709 -2.25128
O -0.05680 -0.94418 4.62523
S 0.30320 0.44046 4.44514
O -0.62853 1.42579 4.90470
N 0.76361 0.70187 2.91365
C 2.08438 0.96245 2.78702
O 2.64159 1.19643 1.69509
C 2.79464 0.95796 4.11693
C 4.13525 1.16955 4.36376
C 4.56748 1.13217 5.68565
C 3.66517 0.89138 6.72320
C 2.31699 0.67650 6.46541
C 1.91012 0.71320 5.14773
H 4.81210 1.36263 3.53982
H 5.61286 1.29521 5.91616
H 4.01959 0.87216 7.74661
H 1.61335 0.49086 7.26770
N -3.14393 -0.45203 -2.99351
C -2.09292 -0.06812 -2.20492
N -1.25681 -1.04069 -1.97328
C -1.76536 -2.13671 -2.66462
C -1.26828 -3.43505 -2.77813
C -1.97953 -4.34248 -3.54545
C -3.17342 -3.97290 -4.18965
C -3.68183 -2.68939 -4.08208
C -2.95554 -1.78622 -3.31017
H -3.88699 0.14876 -3.29938
H -1.97512 0.95437 -1.84488
H -0.35226 -3.71397 -2.26866
H -1.61410 -5.35700 -3.65319
H -3.70620 -4.70799 -4.78245
H -4.60238 -2.40740 -4.57857
*
```

- Total energy: -77810.3950 eV
- LUMO level: 2.5 eV
- Frontier orbital gap: 0.25554 hartree

# 8
Entry from the OMol25 dataset: C2H2Li2O2 as an isolated structure (ωB97M-V/def2-TZVPD).

Structure (ORCA input):
```
! RIJCOSX wB97M-V def2-TZVPD def2/J DEFGRID3
* xyz 0 1
O -0.79968 1.26645 0.63613
C -1.50467 0.35028 0.33855
C -1.59843 -0.75441 -0.45551
O 0.79035 -0.28642 -1.26186
Li 1.86834 -1.54155 -0.88186
Li 0.92766 1.16630 -0.26095
H -2.22650 -0.65634 -1.34906
H -1.68774 -1.70397 0.08602
*
```

- Total energy: -6609.0754 eV
- Relative energy (zero: lowest compared OMol25 entry of this formula, charge and spin): 62.3 kcal/mol
- LUMO level (spin up / spin down): -0.3 / -0.3 eV
- Frontier orbital gap (spin up / spin down): 0.22112 / 0.22115 hartree